The following is a DFT calculation (wB97M-V/def2-TZVPD) of a molecular structure, C50H42N3O7PS2SiSn at a distorted geometry.

charge = -2
LUMO level = 3.8 eV
molecular weight = 1038.8 g mol⁻¹

CARTESIAN COORDINATES (ANGSTROEM)
C: -6.544 0.728 -1.724
C: -5.833 -0.379 -2.156
C: -1.035 4.207 0.311
C: 3.685 -0.377 1.144
C: -3.741 0.782 -1.780
H: 2.096 1.135 -2.251
H: -3.133 -4.592 4.028
H: 1.798 -3.151 4.034
C: 3.486 -1.346 -2.575
C: 3.788 -0.451 4.306
H: -0.347 -4.154 0.976
C: -2.518 -3.578 -0.589
N: 4.352 -2.254 -2.956
C: 4.739 0.028 -4.049
H: -6.358 -1.275 -2.465
C: 2.519 0.241 1.579
Si: -1.811 0.649 -1.765
H: 1.665 1.222 4.238
H: -3.952 2.756 -0.978
C: -1.393 2.924 -0.057
C: 4.733 -0.953 5.182
H: 3.894 0.553 3.919
H: -1.132 4.529 1.343
C: -0.560 5.090 -0.646
C: 4.393 2.334 -4.449
H: 3.911 -1.381 1.475
H: 5.565 -0.335 5.492
C: -3.392 -3.110 1.819
C: -1.210 -4.013 1.624
H: 5.957 1.163 -5.381
H: 2.776 3.232 -3.364
C: -0.238 0.057 -4.113
H: -3.072 0.596 2.173
H: -1.745 -5.919 2.588
C: 4.544 0.283 0.287
H: 1.255 1.962 1.371
H: -0.297 6.106 -0.374
C: 2.937 1.151 -2.928
C: 4.623 -2.249 5.658
C: 3.567 -3.045 5.248
C: -4.451 -0.346 -2.182
C: 0.076 -0.001 -5.459
C: 3.667 -0.003 -3.170
C: -2.410 1.111 2.851
H: -2.734 1.384 -6.711
H: -4.291 -3.611 2.188
H: 4.910 2.065 -0.832
H: -3.904 -1.220 -2.504
H: -0.317 -5.125 3.274
C: 4.235 1.556 -0.160
C: -5.857 1.853 -1.302
H: -2.240 3.645 5.073
N: 0.958 0.704 3.731
O: 5.383 -2.264 -5.303
O: -3.360 -4.048 -1.334
C: -1.306 2.483 -1.375
H: 4.676 3.259 -4.934
H: 5.447 -0.206 -0.045
O: -1.574 -2.811 -0.955
C: 3.320 2.319 -3.568
S: 5.433 -1.634 -4.002
H: 2.780 3.128 -0.160
C: -2.184 -4.113 3.784
H: -7.629 0.711 -1.709
H: 1.021 -0.424 -5.780
C: -3.868 -1.757 1.241
C: 5.117 1.174 -4.702
C: -0.649 2.324 4.525
O: -1.150 -2.747 2.251
C: -0.822 0.477 -6.397
H: -1.662 -3.878 4.714
O: 6.765 -1.580 -3.430
C: -0.790 3.374 -2.310
C: -2.561 -4.025 0.897
C: -2.375 -2.835 2.937
H: -6.410 2.720 -0.955
H: -0.585 0.422 -7.452
S: 2.272 -1.605 -1.460
H: 0.084 2.773 5.182
H: -3.265 1.492 -4.300
N: -1.170 0.655 2.893
H: -0.045 5.341 -2.707
C: -1.304 -4.955 2.839
C: -1.437 0.606 -3.669
O: -3.003 -0.977 0.745
C: 2.622 -2.540 4.370
H: 3.487 -4.059 5.613
C: -2.849 2.185 3.610
C: -4.473 1.873 -1.324
O: -5.048 -1.468 1.396
H: 0.451 -0.350 -3.385
C: 2.721 -1.242 3.891
C: 2.189 1.498 1.088
H: -1.764 2.237 0.693
H: -0.687 3.047 -3.333
C: -1.942 2.802 4.462
C: -2.028 1.014 -5.978
P: 1.399 -0.632 2.740
C: -2.324 1.079 -4.629
C: 3.047 2.153 0.225
Sn: -0.786 -1.009 0.125
C: -0.299 1.237 3.710
H: 5.368 -2.639 6.339
H: -2.565 -1.922 3.499
H: -2.990 -5.033 0.880
H: -3.866 2.532 3.516
C: -0.425 4.660 -1.956

Atomic partial charges in e from the Löwdin method, atoms 1 to 4: atom 1 (C): -0.12, atom 2 (C): -0.09, atom 3 (C): -0.10, atom 4 (C): -0.16

The following is a DFT calculation (wB97M-V/def2-TZVPD) of a molecular structure, C29H33HgN3OS5.

charge = -1
<S²> = 0.79
LUMO level (spin up / spin down) = 2.4 / 1.8 eV
molecular weight = 800.5 g mol⁻¹
spin multiplicity = 2

CARTESIAN COORDINATES (ANGSTROEM)
C: -1.388 2.209 0.737
C: -0.603 -2.667 -4.340
H: 0.248 -4.530 -3.582
C: 4.565 2.913 3.684
H: 3.829 2.142 1.786
C: 0.572 -3.590 -4.030
C: -2.324 1.131 1.215
N: 0.644 2.515 2.851
H: -3.938 -4.563 3.013
C: 3.994 3.095 2.287
H: 4.671 3.697 1.673
C: 1.754 2.382 -0.985
C: -2.618 -3.759 1.537
H: 1.126 4.873 -0.308
C: 0.607 2.787 -0.275
H: 3.468 5.987 4.872
H: 2.481 3.122 -1.294
H: 1.425 -0.788 5.403
H: 2.494 -3.096 -3.039
H: -1.209 -2.540 -3.440
H: 1.804 5.574 3.019
C: -0.781 4.530 0.633
H: 3.878 2.278 4.251
C: 3.552 -0.691 5.195
S: -2.646 -0.064 -0.122
C: 4.714 4.271 4.374
H: 1.040 -2.837 -2.043
C: 0.041 -1.337 -4.713
H: -1.240 -3.051 -5.138
H: 1.122 -3.822 -4.946
N: 2.714 3.824 2.340
C: 1.942 -0.699 3.336
H: -0.981 5.572 0.849
S: -0.845 -2.830 -0.324
Hg: 0.423 -0.678 0.375
C: 0.379 4.150 -0.004
C: 1.612 3.103 2.616
C: 2.799 5.133 3.010
H: -3.256 1.578 1.555
S: 0.237 -0.872 2.930
H: -2.612 3.803 1.508
H: 0.521 -1.373 -5.696
S: 1.348 -1.035 -3.492
H: -1.850 0.595 2.043
C: -1.692 3.551 0.998
S: 2.905 -0.504 0.657
C: -3.703 -3.705 2.393
H: 2.662 4.420 5.021
H: 3.734 -0.728 6.263
C: -4.147 -1.470 1.681
H: 5.638 -0.627 4.648
C: 1.445 -2.802 -3.056
C: 4.335 -0.569 2.942
C: -4.480 -2.554 2.475
H: 5.433 4.885 3.814
H: -4.754 -0.572 1.709
H: 5.517 2.385 3.632
N: -0.279 1.837 0.123
H: -2.009 -4.653 1.483
C: -3.038 -1.509 0.830
H: 3.451 5.765 2.401
C: 3.028 -0.594 2.425
C: 3.368 4.997 4.417
H: -5.329 -2.502 3.145
C: -2.242 -2.668 0.734
O: 0.666 -0.359 -2.337
H: 1.919 1.346 -1.229
H: 5.113 4.149 5.382
C: 2.256 -0.719 4.710
H: -0.621 -0.474 -4.659
C: 4.612 -0.628 4.298
H: 5.153 -0.517 2.230

Atomic partial charges in e from the Löwdin method, atoms 1 to 4: atom 1 (C): -0.38, atom 2 (C): -0.24, atom 3 (H): 0.11, atom 4 (C): -0.18

The following is a DFT calculation (wB97M-V/def2-TZVPD) of a molecular structure, C3H5NO3 at a distorted geometry.

charge = -2
LUMO level = 7.2 eV
molecular weight = 103.1 g mol⁻¹

CARTESIAN COORDINATES (ANGSTROEM)
H: -0.172 1.445 -1.434
C: 0.162 1.257 1.175
H: 1.398 -0.548 -0.164
H: -1.240 -1.042 1.221
O: -0.055 0.774 2.280
C: 0.356 -0.074 -0.243
N: 0.007 0.385 -1.552
O: 0.969 0.204 -2.542
O: 0.210 2.462 0.925
C: -0.579 -1.241 0.247
H: 0.106 -2.033 0.656
H: -1.163 -1.589 -0.569

Atomic partial charges in e from the Löwdin method, atoms 1 to 4: atom 1 (H): 0.08, atom 2 (C): -0.68, atom 3 (H): 0.09, atom 4 (H): 0.07

What did we get for relative energy (zero: lowest compared OMol25 entry of this formula, charge and spin)? Answer: 0.5386, 0.0000, 0.9699 eV, in the order shown.
What did we get for energy? Answer: -116007.7806, -95478.8007, -10819.5223 eV, in the order shown.